The following is a quantum chemistry calculation of a structure of composition C44H39GeN10O4S2Ti, from the Open Molecules 2025 dataset.

The relative energy (zero: lowest compared OMol25 entry of this formula, charge and spin) is 0.000 eV. For the lowest unoccupied orbital energy (spin up / spin down), the calculation gives 2.04 / 2.04 eV. The net charge is -1. Its energy is -6271.63869 hartree. As for the HOMO-LUMO gap (spin up / spin down): 5.153 / 5.179 eV.

Element x y z (Å)
1 Ti 0.89 1.66 0.07
2 N 3.44 -1.54 2.17
3 C 2.83 -0.43 1.59
4 S 1.22 -0.04 2.09
5 N 3.52 0.24 0.74
6 N 2.87 1.35 0.23
7 C 3.72 2.28 -0.25
8 C 3.13 3.41 -0.75
9 C 3.82 4.55 -1.26
10 C 3.14 5.66 -1.61
11 C 1.73 5.68 -1.44
12 C 1.10 4.56 -0.98
13 N 1.75 3.40 -0.68
14 H 2.80 -2.26 2.45
15 H 4.23 -1.87 1.63
16 H 4.78 2.10 -0.22
17 H 4.90 4.49 -1.34
18 H 3.66 6.53 -1.99
19 H 1.14 6.57 -1.65
20 H 0.03 4.58 -0.81
21 N 2.61 1.14 7.45
22 C 2.17 1.85 6.32
23 C 1.03 2.64 6.39
24 C 0.61 3.36 5.29
25 C 1.34 3.30 4.11
26 C 2.48 2.51 4.03
27 C 2.90 1.79 5.13
28 S 0.81 4.14 2.66
29 O 1.98 4.65 2.00
30 O -0.24 5.06 3.02
31 N 0.23 2.94 1.72
32 C -0.91 2.29 2.02
33 N -1.17 1.38 1.04
34 C -2.21 0.58 1.17
35 C -3.05 0.68 2.26
36 C -2.72 1.64 3.20
37 N -1.67 2.45 3.11
38 H 1.87 0.89 8.09
39 H 3.17 0.33 7.22
40 H 0.46 2.69 7.32
41 H -0.29 3.96 5.31
42 H 3.03 2.46 3.10
43 H 3.78 1.16 5.07
44 H -2.36 -0.15 0.38
45 H -3.91 0.03 2.39
46 H -3.33 1.78 4.09
47 N 0.38 2.44 -6.42
48 C -0.05 2.53 -5.36
49 C -0.65 2.67 -4.06
50 C -1.90 3.26 -3.93
51 C -2.46 3.34 -2.67
52 C -1.75 2.83 -1.60
53 N -0.54 2.28 -1.71
54 C 0.01 2.19 -2.93
55 H -2.41 3.65 -4.80
56 H -3.43 3.79 -2.52
57 H -2.15 2.89 -0.59
58 H 0.98 1.71 -2.99
59 O 2.19 0.08 -2.77
60 C 1.65 -0.55 -1.87
61 O 0.79 -0.07 -1.03
62 C 1.98 -2.03 -1.73
63 C 1.18 -2.79 -0.67
64 Ge -0.66 -3.25 -1.17
65 C -1.74 -3.54 0.44
66 C -2.90 -4.32 0.40
67 C -3.69 -4.47 1.53
68 C -3.33 -3.85 2.72
69 C -2.19 -3.08 2.77
70 C -1.39 -2.92 1.64
71 C -1.60 -1.95 -2.28
72 C -2.90 -1.56 -1.94
73 C -3.61 -0.67 -2.74
74 C -3.04 -0.17 -3.90
75 C -1.76 -0.55 -4.25
76 C -1.04 -1.42 -3.45
77 C -0.63 -4.95 -2.16
78 C -0.62 -6.17 -1.48
79 C -0.55 -7.38 -2.17
80 C -0.48 -7.38 -3.55
81 C -0.48 -6.18 -4.24
82 C -0.56 -4.98 -3.55
83 H 3.05 -2.06 -1.48
84 H 1.90 -2.48 -2.72
85 H 1.13 -2.18 0.23
86 H 1.67 -3.73 -0.42
87 H -3.18 -4.81 -0.52
88 H -4.59 -5.08 1.48
89 H -3.95 -3.98 3.60
90 H -1.90 -2.58 3.69
91 H -0.51 -2.30 1.71
92 H -3.36 -1.95 -1.04
93 H -4.61 -0.38 -2.45
94 H -3.60 0.52 -4.53
95 H -1.30 -0.15 -5.15
96 H -0.03 -1.68 -3.74
97 H -0.68 -6.18 -0.40
98 H -0.55 -8.31 -1.62
99 H -0.42 -8.32 -4.09
100 H -0.43 -6.18 -5.32
101 H -0.58 -4.05 -4.11

=====

The following is a quantum chemistry calculation of a cluster of 8 separate species, C12H33N3O15 in total at a distorted geometry, from the Open Molecules 2025 dataset.

For the lowest unoccupied orbital energy, the calculation gives -0.51 eV. The net charge is 0. Its energy is -1769.55350 hartree. As for the HOMO-LUMO gap: 9.613 eV. The SMILES is C[N+](=O)[O-].C[N+](=O)[O-].C[N+](=O)[O-].COC(=O)OC.COC(=O)OC.CO.CO.CO.

Element x y z (Å)
1 C -0.64 2.86 1.42
2 N -2.05 3.00 1.89
3 O -2.23 3.30 3.04
4 O -2.92 2.84 1.05
5 H -0.44 3.82 0.96
6 H -0.58 2.06 0.69
7 H 0.00 2.61 2.26
8 C -4.78 -4.20 1.50
9 N -3.62 -3.38 1.04
10 O -2.51 -3.68 1.44
11 O -3.86 -2.41 0.36
12 H -5.31 -3.57 2.20
13 H -4.36 -5.06 2.01
14 H -5.36 -4.53 0.65
15 C -1.64 -1.69 4.29
16 N -0.94 -0.54 3.69
17 O -1.58 0.47 3.54
18 O 0.23 -0.68 3.38
19 H -2.54 -1.87 3.71
20 H -1.93 -1.41 5.31
21 H -0.98 -2.54 4.34
22 C -3.40 0.49 -1.13
23 O -3.41 1.72 -1.89
24 C -2.28 2.21 -2.35
25 O -2.26 3.12 -3.13
26 O -1.20 1.60 -1.84
27 C 0.06 2.18 -2.23
28 H -2.99 0.68 -0.14
29 H -2.85 -0.28 -1.67
30 H -4.45 0.21 -1.11
31 H 0.13 2.18 -3.32
32 H 0.84 1.51 -1.88
33 H 0.15 3.14 -1.75
34 C 5.07 4.50 -2.95
35 O 4.32 3.36 -2.54
36 C 4.09 3.25 -1.23
37 O 4.43 4.01 -0.37
38 O 3.37 2.14 -1.04
39 C 3.00 1.87 0.31
40 H 6.09 4.18 -3.18
41 H 5.08 5.28 -2.19
42 H 4.58 4.92 -3.83
43 H 3.85 2.01 0.98
44 H 2.64 0.85 0.35
45 H 2.24 2.60 0.60
46 C 1.17 -4.95 0.82
47 O 1.36 -5.74 -0.36
48 H 2.02 -4.29 0.98
49 H 0.23 -4.41 0.71
50 H 0.95 -5.58 1.69
51 H 1.84 -6.54 -0.13
52 C 2.76 -0.86 -2.54
53 O 1.89 -0.43 -3.60
54 H 2.18 -1.37 -1.76
55 H 3.46 -1.60 -2.93
56 H 3.23 0.03 -2.14
57 H 1.19 -1.08 -3.73
58 C -0.47 -1.22 0.07
59 O 0.44 -0.20 0.47
60 H -0.89 -1.00 -0.91
61 H 0.07 -2.16 -0.07
62 H -1.28 -1.31 0.78
63 H 0.72 -0.39 1.38